# 1
Computed, not measured: an isolated ion of composition C5H10NO2 and charge -1 at a distorted geometry, with the ωB97M-V functional and the def2-TZVPD basis.

Results
Structure (SMILES)   CC(C)[C@H](N)C(=O)[O-]
Energy above the lowest of the compared OMol25 structures with the same formula, charge and spin   173.0 kJ/mol
2S+1   1
Net charge   -1
E_tot   -10932.471 eV
LUMO energy   3.9 eV
HOMO energy   -3.75 eV
Frontier orbital gap   7.6 eV

CARTESIAN COORDINATES (ANGSTROEM)
C  -0.665154  0.834700  -1.633006
C  -0.763446  0.178442  -0.217687
C  -1.166745  -1.296958  -0.020774
C  0.679432  0.430998  0.316718
N  1.880868  -0.322060  -0.129617
C  0.603058  0.378965  1.977730
O  1.642735  -0.133676  2.552496
O  -0.380305  0.835602  2.541995
H  -1.124813  1.733841  -1.449900
H  -1.160582  0.396796  -2.536765
H  0.367236  1.081558  -2.033158
H  -1.335677  0.894949  0.324681
H  -0.635129  -1.799956  0.690183
H  -0.935677  -1.681794  -1.005538
H  -2.242947  -1.403663  0.105301
H  0.802317  1.570962  0.026555
H  2.669727  -0.329137  0.656548
H  1.765102  -1.369568  -0.165762

Atomic forces in eV per Å
0.800 -1.981 -1.921
2.963 -0.479 -0.726
-1.556 2.331 -3.281
0.391 1.668 2.828
1.414 -1.399 0.639
2.955 -1.031 -0.255
-1.415 0.661 -1.166
-1.264 0.558 0.001
-1.075 2.504 -0.194
-0.087 -0.160 0.914
-0.903 -0.649 0.902
-0.571 -0.096 0.914
1.362 -1.106 2.108
0.036 -0.926 -0.190
-0.028 -0.080 0.229
0.381 -2.065 0.817
-2.737 0.767 -1.562
-0.666 1.483 -0.056

# 2
Computed, not measured: a 2-piece molecular cluster, C5H10NO2 overall at a distorted geometry, with the ωB97M-V functional and the def2-TZVPD basis.

Results
Energy above the lowest of the compared OMol25 structures with the same formula, charge and spin   1116.6 kJ/mol
2S+1   1
Net charge   -1
E_tot   -10922.692 eV
LUMO energy   1.1 eV
HOMO energy   -2.85 eV
Frontier orbital gap   4.0 eV

CARTESIAN COORDINATES (ANGSTROEM)
C  -2.376007  0.592608  1.112800
N  -2.664319  0.299584  -0.273012
C  -1.498446  0.371930  -0.907108
O  -0.600371  -0.887554  -1.196953
C  1.518017  -1.863150  -0.399208
C  1.668858  -0.784906  0.390725
C  2.290178  0.629885  -0.146737
O  2.629134  1.602907  0.649416
H  -1.926869  1.579801  1.342158
H  -3.205094  0.536132  1.822486
H  -1.501346  -0.139216  1.578769
H  -1.691154  0.695165  -1.941255
H  -0.716345  0.938078  -0.469217
H  0.181338  -1.401048  -0.915587
H  2.094296  -2.825099  -0.431477
H  1.304863  -0.649947  1.422263
H  1.458070  1.017927  -0.829526
H  3.035202  0.286910  -0.808537

Atomic forces in eV per Å
1.628 -1.573 1.472
0.056 -0.003 2.001
-0.358 0.916 -2.096
-1.039 -1.616 -1.789
2.813 1.679 3.563
-0.724 -3.296 -0.835
-0.929 3.722 -0.582
-0.012 -1.689 0.351
-0.020 0.113 -0.545
-0.324 -0.365 -0.259
-1.734 1.114 -0.762
0.530 -0.364 -0.073
0.723 1.339 0.698
-1.100 0.991 0.200
-0.916 1.014 -0.241
0.171 -0.082 -0.564
-0.295 -1.201 0.493
1.531 -0.699 -1.033

# 3
Computed, not measured: one molecule with the formula C5H10NO2 at a distorted geometry, with the ωB97M-V functional and the def2-TZVPD basis.

Results
Expectation value of S²   0.755
Energy above the lowest of the compared OMol25 structures with the same formula, charge and spin   255.7 kJ/mol
2S+1   2
Net charge   0
E_tot   -10928.039 eV
LUMO energy (alpha / beta)   0.8 / -2.2 eV
HOMO energy (alpha / beta)   -9.68 / -9.68 eV
Frontier orbital gap (alpha / beta)   10.4 / 7.5 eV

CARTESIAN COORDINATES (ANGSTROEM)
O  -0.936541  0.507342  -2.343835
C  -0.826589  0.954538  -1.189929
C  -0.126570  0.237285  -0.088393
C  -0.088755  -1.328159  -0.018798
C  0.520113  -1.983177  -1.268162
N  -0.732170  0.679376  1.193185
C  0.411455  1.578945  1.732991
O  1.179485  2.160760  0.914882
H  -1.358382  1.906568  -0.988794
H  0.964140  0.578027  -0.112585
H  0.628256  -1.681592  0.853753
H  -1.103452  -1.782193  0.195813
H  0.820825  -1.182115  -1.997124
H  1.363439  -2.588954  -1.068115
H  -0.143925  -2.624928  -1.771191
H  -1.552347  1.240381  1.209767
H  -0.060609  2.427634  2.356517
H  1.041627  0.900263  2.390019

Atomic forces in eV per Å
0.310 1.021 2.445
-0.807 -1.666 -3.856
-0.259 -1.289 1.435
0.606 -1.142 0.613
0.245 2.109 -0.735
4.051 0.991 0.789
-3.296 -1.250 3.005
1.913 1.820 -1.838
0.432 -0.042 0.434
-1.513 -0.512 -0.354
-1.716 1.266 -1.275
1.059 0.835 -0.112
-0.189 -0.929 0.555
1.073 -0.449 0.468
-1.139 -0.601 -0.717
-0.831 0.343 -0.831
0.570 -1.101 -0.039
-0.508 0.598 0.015

# 4
Computed, not measured: an isolated ion of composition C5H10NO2 and charge +1 at a distorted geometry, with the ωB97M-V functional and the def2-TZVPD basis.

Results
Energy above the lowest of the compared OMol25 structures with the same formula, charge and spin   573.0 kJ/mol
2S+1   1
Net charge   +1
E_tot   -10920.113 eV
LUMO energy   -4.5 eV
HOMO energy   -13.62 eV
Frontier orbital gap   9.1 eV

CARTESIAN COORDINATES (ANGSTROEM)
C  0.282380  -1.054306  -0.787970
C  0.307486  0.063582  0.607872
C  -0.022702  -2.250674  -0.486458
C  1.225472  2.673472  0.563073
C  -1.974130  -3.387359  -0.032763
N  0.567635  1.573649  -0.133833
O  -0.736244  0.122037  1.168891
O  -0.513211  -3.304270  -0.002784
H  0.546076  -0.594151  -1.758820
H  1.449058  -0.169652  0.976341
H  1.025887  3.530642  0.041431
H  0.757591  2.660515  1.578176
H  2.399385  2.716101  0.491524
H  -2.362502  -3.746783  0.829366
H  -2.032261  -4.149024  -0.782848
H  -2.434607  -2.521742  -0.518587
H  -0.326778  1.944871  -0.461366
H  1.004380  1.554207  -1.052251

Atomic forces in eV per Å
0.152 -0.825 -0.799
3.231 -0.025 0.134
-0.488 0.467 0.295
2.231 -1.213 2.436
0.483 0.124 -4.255
0.325 0.338 -2.854
-0.874 -0.416 1.220
1.401 2.177 0.061
-0.208 -0.725 0.752
-2.641 0.531 -0.312
-1.126 2.397 -0.995
1.029 0.492 -0.617
-2.252 -1.054 0.696
-0.808 -0.542 2.952
-0.772 -0.772 -0.289
0.291 0.233 0.854
-0.622 -0.450 0.861
0.648 -0.738 -0.140

# 5
Computed, not measured: a 2-piece molecular cluster, C5H10NO2 overall at a distorted geometry, with the ωB97M-V functional and the def2-TZVPD basis.

Results
Energy above the lowest of the compared OMol25 structures with the same formula, charge and spin   780.0 kJ/mol
2S+1   1
Net charge   +1
E_tot   -10917.968 eV
LUMO energy   -7.8 eV
HOMO energy   -13.10 eV
Frontier orbital gap   5.3 eV

CARTESIAN COORDINATES (ANGSTROEM)
O  -2.250394  0.860700  -0.324197
C  -1.510849  1.830409  0.127511
O  -1.711352  2.660418  1.004893
C  -0.161590  1.984528  -0.713401
C  0.265311  0.558963  -1.257812
C  0.029176  -0.522151  -0.236571
C  0.972613  -1.440913  0.105744
N  0.613060  -2.457068  1.164413
H  -0.058118  0.545214  1.453602
H  0.577556  2.477004  -0.051679
H  -0.383487  2.686521  -1.536921
H  1.280249  0.608074  -1.642254
H  -0.386311  0.324972  -2.149522
H  -1.043954  -0.526073  0.106733
H  2.021737  -1.538869  -0.288565
H  0.979968  -2.165734  2.121720
H  -0.328655  -2.591631  1.156974
H  1.095042  -3.294364  0.959333

Atomic forces in eV per Å
1.814 1.933 1.104
-2.636 -1.814 -0.544
0.724 -0.494 -0.288
1.031 -0.888 0.081
-1.019 0.811 -0.633
1.233 0.307 0.496
-0.166 0.727 -0.034
4.225 2.619 0.775
-0.470 0.000 -1.099
-0.209 -0.466 -0.529
-0.209 -0.430 0.426
0.256 -0.139 0.250
0.481 0.189 1.002
0.316 0.030 -0.214
-1.375 0.110 0.443
-0.838 -0.262 -1.211
-3.629 -0.626 0.333
0.472 -1.608 -0.359

# 6
Computed, not measured: an isolated ion of composition C5H10NO2 and charge +1 at a distorted geometry, with the ωB97M-V functional and the def2-TZVPD basis.

Results
Structure (SMILES)   C[C@@H]([NH3+])/C(C=O)=C\O
Energy above the lowest of the compared OMol25 structures with the same formula, charge and spin   185.3 kJ/mol
2S+1   1
Net charge   +1
E_tot   -10924.131 eV
LUMO energy   -4.5 eV
HOMO energy   -13.11 eV
Frontier orbital gap   8.6 eV

CARTESIAN COORDINATES (ANGSTROEM)
C  -0.136118  1.450288  -0.958683
C  -0.169189  0.665719  0.352330
N  -1.567953  0.680001  0.877127
C  0.224547  -0.766483  0.124145
C  -0.700540  -1.787545  -0.134310
O  -1.928987  -1.607703  -0.069397
C  1.814729  -1.097687  0.000066
O  2.658171  -0.142472  0.181731
H  -0.839293  1.027356  -1.672465
H  -0.382170  2.495523  -0.787531
H  0.858794  1.405134  -1.393754
H  0.510966  1.136075  1.070937
H  -2.074012  1.510553  0.566925
H  -1.610176  0.615807  1.894841
H  -2.015523  -0.281280  0.437996
H  -0.318452  -2.777530  -0.395943
H  2.083314  -2.119628  -0.216981
H  3.591894  -0.406120  0.122974

Atomic forces in eV per Å
-0.016 0.016 0.164
0.555 0.108 -0.383
-0.457 -0.315 0.011
6.906 -0.696 -0.316
0.216 -0.397 -0.066
-0.228 0.029 -0.076
-7.430 1.157 0.577
0.282 0.111 0.020
-0.066 -0.054 -0.093
-0.030 0.151 -0.013
0.029 0.002 0.010
-0.241 -0.043 -0.011
0.079 -0.102 0.157
-0.011 0.061 -0.133
0.130 0.341 0.239
-0.014 -0.138 0.001
0.407 -0.143 -0.062
-0.110 -0.088 -0.024

# 7
Computed, not measured: an isolated ion of composition C5H10NO2 and charge +1 at a distorted geometry, with the ωB97M-V functional and the def2-TZVPD basis.

Results
Energy above the lowest of the compared OMol25 structures with the same formula, charge and spin   224.5 kJ/mol
2S+1   1
Net charge   +1
E_tot   -10923.725 eV
LUMO energy   -4.0 eV
HOMO energy   -13.48 eV
Frontier orbital gap   9.5 eV

CARTESIAN COORDINATES (ANGSTROEM)
C  -1.038509  0.754240  -1.119908
C  -0.013396  0.484539  -0.336805
C  -1.111669  0.689828  -2.578491
C  1.060409  -1.244507  1.818235
C  0.067920  -0.103116  1.984752
N  1.198393  -0.092986  -0.686757
O  -0.421578  0.042872  3.160276
O  -0.289157  0.635939  1.047448
H  -0.268042  0.617759  -3.149898
H  -1.531706  -0.196974  -2.770358
H  -1.689087  1.499937  -3.004150
H  1.032470  -1.936303  2.671700
H  0.790430  -1.730726  0.905317
H  2.005773  -0.817301  1.862785
H  1.193498  -0.649413  -1.493439
H  2.083489  0.443311  -0.785329
H  -1.110761  0.658204  3.009002
H  -1.958478  0.944698  -0.534381

Atomic forces in eV per Å
-0.607 0.607 1.740
0.912 -0.455 -2.038
-0.572 2.605 1.085
-2.439 -0.051 1.512
2.654 -3.431 0.314
1.662 1.326 0.833
0.675 -0.388 -0.633
-0.921 1.136 0.652
2.944 0.268 -0.824
-2.453 -3.326 -1.045
-0.386 0.035 0.077
-0.478 0.353 -0.180
0.504 -0.370 -0.447
1.962 0.656 -0.654
-0.693 -1.029 -1.125
-1.191 0.142 0.673
-1.927 1.802 0.837
0.354 0.120 -0.777